[1]
This record from the Open Molecules 2025 dataset describes a structure of composition C24H25ClF4IN3Rh. The level of theory is ωB97M-V/def2-TZVPD.

Last column: Löwdin charge in e.
Element x y z (Å)
Rh -0.356 -0.327 -0.521  0.906
C 1.824 -2.309 -2.087  -0.068
C 2.528 -1.649 -0.915  -0.215
N 1.891 -0.390 -0.428  -0.255
C 2.512 0.789 -1.073  -0.245
C 2.117 0.982 -2.522  -0.078
C 2.036 -0.293 1.045  -0.176
C 1.176 0.781 1.700  -0.185
N -0.214 0.665 1.270  -0.030
C -1.206 1.344 1.898  -0.157
C -2.538 1.118 1.475  -0.159
F -2.760 0.288 0.437  0.048
C -3.619 1.735 2.057  -0.237
F -4.842 1.443 1.622  0.102
C -3.443 2.660 3.073  0.108
C -2.154 2.935 3.481  -0.202
F -1.942 3.835 4.440  0.125
C -1.059 2.301 2.928  -0.127
F 0.154 2.638 3.372  0.114
H 2.349 -3.230 -2.346  0.092
H 1.791 -1.684 -2.974  0.061
H 0.803 -2.581 -1.820  0.037
H 3.570 -1.436 -1.175  0.127
H 2.544 -2.352 -0.082  0.105
H 3.602 0.705 -0.978  0.129
H 2.207 1.657 -0.496  0.069
H 2.457 0.170 -3.160  0.062
H 2.551 1.900 -2.922  0.088
H 1.034 1.095 -2.613  0.054
H 3.084 -0.117 1.318  0.140
H 1.743 -1.261 1.455  0.113
H 1.547 1.787 1.479  0.118
H 1.262 0.657 2.782  0.134
H -4.288 3.159 3.523  0.153
I -4.386 4.370 -0.677  0.966
C -2.326 4.081 -0.668  -0.710
C -1.462 5.110 -0.339  -0.115
C -0.100 4.846 -0.376  -0.036
C 0.326 3.575 -0.717  -0.138
N -0.504 2.568 -1.004  0.056
C -1.812 2.835 -0.997  -0.230
H -1.833 6.090 -0.074  0.107
H 0.620 5.619 -0.149  0.116
H 1.385 3.362 -0.770  0.095
H -2.476 2.026 -1.271  0.091
Cl 1.454 -7.051 -2.060  0.728
C 0.617 -5.775 -1.276  -0.669
C -0.480 -5.175 -1.903  -0.096
C -1.134 -4.143 -1.285  -0.046
C -0.725 -3.661 -0.008  -0.335
C -1.370 -2.588 0.602  0.012
C 0.375 -4.318 0.611  -0.039
C 1.036 -5.345 -0.014  -0.095
H -0.799 -5.535 -2.872  0.115
H -1.985 -3.676 -1.766  0.123
H -2.213 -2.127 0.104  0.048
H -1.127 -2.274 1.607  0.066
H 0.688 -3.993 1.596  0.119
H 1.874 -5.837 0.462  0.114

## Properties
charge: +1
⟨S²⟩: 6.077
2S+1: 5

=====

[2]
This record from the Open Molecules 2025 dataset describes a structure of composition C36H67BHgN7O4P2S. The level of theory is ωB97M-V/def2-TZVPD.

Last column: Löwdin charge in e.
Element x y z (Å)
Hg 0.475 -0.154 0.157  0.916
C -1.260 -2.816 -2.307  -0.103
C -0.267 -3.851 -1.766  -0.693
C -0.162 -5.003 -2.761  -0.092
C -0.823 -4.365 -0.429  -0.104
P 1.318 -2.920 -1.335  1.077
C 1.653 -1.964 -2.892  -0.305
N 0.974 -0.680 -2.974  -0.025
B 0.395 0.191 -1.989  -0.576
N -0.176 1.292 -2.727  -0.023
C -0.892 2.504 -2.355  -0.301
P -2.080 2.337 -0.932  1.136
C -2.228 4.167 -0.466  -0.706
C -2.844 5.121 -1.489  -0.090
C -3.033 4.219 0.839  -0.111
C -0.803 4.648 -0.142  -0.114
C -3.622 1.752 -1.885  -0.689
C -3.205 0.397 -2.483  -0.099
C -4.745 1.468 -0.884  -0.105
C -4.182 2.632 -3.006  -0.091
C 0.143 1.121 -4.076  -0.180
C -0.118 1.924 -5.177  -0.019
C 0.320 1.496 -6.427  -0.103
C 1.005 0.296 -6.572  -0.103
C 1.274 -0.511 -5.471  -0.016
C 0.836 -0.088 -4.226  -0.177
C 2.812 -4.071 -1.400  -0.705
C 3.138 -4.745 -2.736  -0.089
C 4.013 -3.196 -0.998  -0.123
C 2.620 -5.131 -0.309  -0.106
H -2.248 -3.281 -2.383  0.094
H -1.348 -1.961 -1.633  0.035
H -0.986 -2.450 -3.298  0.084
H -1.168 -5.377 -2.979  0.085
H 0.284 -4.688 -3.707  0.076
H 0.415 -5.836 -2.361  0.063
H -1.789 -4.854 -0.592  0.088
H -0.154 -5.085 0.045  0.065
H -0.967 -3.536 0.267  0.050
H 2.733 -1.816 -2.965  0.090
H 1.352 -2.566 -3.754  0.080
H -0.183 3.306 -2.145  0.085
H -1.471 2.814 -3.224  0.056
H -3.927 5.018 -1.535  0.067
H -2.624 6.153 -1.198  0.085
H -2.441 4.970 -2.492  0.074
H -4.053 3.854 0.708  0.059
H -2.548 3.619 1.610  0.071
H -3.094 5.253 1.192  0.084
H -0.274 4.987 -1.034  0.074
H -0.861 5.499 0.543  0.087
H -0.217 3.866 0.341  0.050
H -2.734 -0.239 -1.729  0.057
H -4.099 -0.117 -2.849  0.092
H -2.520 0.507 -3.323  0.080
H -4.438 0.700 -0.172  0.065
H -5.050 2.360 -0.334  0.061
H -5.624 1.096 -1.420  0.086
H -3.415 3.054 -3.656  0.064
H -4.833 2.019 -3.637  0.086
H -4.785 3.450 -2.616  0.065
H -0.639 2.866 -5.079  0.101
H 0.130 2.112 -7.296  0.097
H 1.345 -0.011 -7.553  0.097
H 1.820 -1.437 -5.591  0.103
H 3.178 -4.031 -3.561  0.071
H 4.128 -5.207 -2.661  0.086
H 2.431 -5.528 -2.993  0.058
H 4.322 -2.529 -1.805  0.071
H 3.794 -2.592 -0.116  0.012
H 4.863 -3.845 -0.768  0.084
H 2.372 -4.661 0.646  0.070
H 3.546 -5.698 -0.182  0.084
H 1.829 -5.838 -0.563  0.061
C -3.782 -1.714 3.789  -0.038
N -3.071 -1.001 2.731  -0.160
C -3.004 0.451 2.716  -0.028
C -2.401 -1.684 1.805  -0.324
O -1.813 -1.176 0.852  -0.109
H -4.085 -1.000 4.550  0.085
H -3.133 -2.447 4.261  0.080
H -4.677 -2.205 3.404  0.087
H -3.722 0.846 3.431  0.089
H -3.234 0.827 1.723  0.054
H -1.998 0.794 2.968  0.074
H -2.465 -2.775 1.930  0.145
S 2.101 -1.475 1.673  0.555
C 2.936 -0.736 2.998  -0.811
N 3.055 -1.575 4.108  0.015
C 3.978 -1.287 5.118  -0.127
C 4.550 -0.048 5.116  -0.125
C 4.238 0.836 4.082  -0.187
N 3.459 0.454 2.997  0.039
H 2.757 -2.526 3.961  0.109
H 4.165 -2.059 5.847  0.104
H 5.243 0.233 5.897  0.098
H 4.668 1.825 4.038  0.071
C 3.201 3.940 2.656  -0.049
N 2.283 3.100 1.904  -0.175
C 2.633 2.734 0.542  -0.043
C 1.215 2.572 2.502  -0.353
O 0.408 1.812 1.974  -0.107
H 4.169 3.931 2.160  0.093
H 3.334 3.555 3.665  0.067
H 2.850 4.973 2.712  0.088
H 2.958 3.622 0.001  0.093
H 1.758 2.319 0.048  0.037
H 3.422 1.977 0.548  0.093
H 1.089 2.906 3.543  0.137
N 1.186 1.067 5.666  0.031
C 0.663 -0.217 6.119  -0.163
C -0.028 -0.987 5.007  -0.541
O -0.524 -2.070 5.191  0.083
O -0.079 -0.380 3.827  0.049
H 1.307 1.698 6.447  0.083
H 0.393 0.473 3.877  0.062
H 2.108 0.953 5.252  0.041
H -0.107 -0.050 6.874  0.128
H 1.411 -0.879 6.562  0.116

## Properties
ΔE to the lowest compared entry with this formula, charge and spin: 46.66 kJ/mol
⟨S²⟩: 0.769
2S+1: 2

=====

[3]
This record from the Open Molecules 2025 dataset describes the molecule C4H6O2. The level of theory is ωB97M-V/def2-TZVPD.

Last column: Löwdin charge in e.
Element x y z (Å)
C 1.501 0.371 -0.854  -0.009
C 0.526 0.563 0.306  -0.417
O 0.622 1.603 0.921  0.068
C -0.595 -0.402 0.760  -0.074
C -1.725 -0.597 -0.230  -0.262
O -2.192 -1.670 -0.522  0.056
H 1.178 -0.274 -1.674  0.078
H 2.462 0.000 -0.472  0.089
H 1.701 1.378 -1.237  0.086
H -0.276 -1.387 1.117  0.128
H -1.032 0.141 1.610  0.126
H -2.152 0.342 -0.641  0.132

## Properties
ΔE to the lowest compared entry with this formula, charge and spin: 97.68 kJ/mol
SMILES: CC(=O)CC=O

=====

[4]
This record from the Open Molecules 2025 dataset describes the molecule C2H6N2OS. The level of theory is ωB97M-V/def2-TZVPD.

Last column: Löwdin charge in e.
Element x y z (Å)
H -0.684 -0.704 2.215  0.052
N 0.037 -0.220 1.677  0.135
C -0.258 -0.302 0.437  -0.588
N -1.348 -0.943 -0.188  -0.347
S -1.474 -1.188 -1.881  0.785
O 0.480 0.290 -0.528  -0.130
C 1.600 1.032 -0.060  -0.076
H -1.911 -1.598 0.321  0.068
H -2.095 -0.070 -2.155  -0.163
H 2.196 0.412 0.586  0.076
H 2.105 1.323 -0.950  0.076
H 1.352 1.969 0.525  0.111

## Properties
ΔE to the lowest compared entry with this formula, charge and spin: 137.98 kJ/mol
SMILES: [H]/N=C(\NS)OC

=====

Calculated E_tot (a.u.), listed in the same order as above: -2361.3479 -3355.4699 -306.4691 -662.7143